[1]
The following is a DFT calculation (the ωB97M-V functional and the def2-TZVPD basis) of a structure of composition C9H30Br2INNbO10P4S2.

Cartesian coordinates (Å):
C (3.04806, -4.17995, -0.36224)
C (1.61047, -4.10591, -1.14704)
Br (2.06314, -3.65781, -3.08524)
C (0.59819, -2.92186, -0.63833)
Br (-0.94401, -2.88659, -1.97342)
Nb (-0.17209, -3.14023, 1.49221)
N (0.78798, -5.03566, 1.81935)
I (-1.52419, -0.62684, 1.16059)
P (1.78255, -1.80179, 2.49392)
S (1.17782, -0.18250, 3.45618)
P (-2.33307, -4.34955, 0.74347)
O (-3.55413, -3.25070, 0.15355)
O (-1.99887, -5.67520, -0.34649)
S (-3.09479, -5.18948, 2.37239)
H (3.05953, -3.66619, 0.69262)
H (3.96637, -3.79511, -1.02052)
H (3.27814, -5.33226, -0.16434)
H (1.13771, -5.17934, -1.19178)
H (1.09348, -1.84522, -0.73957)
H (-0.84597, -3.23964, 3.19895)
H (0.75407, -5.67377, 0.99471)
H (1.76173, -4.95130, 2.20010)
H (2.48835, -2.70450, 3.39651)
H (2.66811, -1.46711, 1.40211)
H (-4.04501, -3.75912, -0.55909)
H (-1.03308, -5.68048, -0.61371)
C (4.58041, 3.73911, 0.98915)
O (4.26965, 2.43944, 0.52794)
P (4.06509, 2.31560, -1.18543)
O (2.85044, 1.41272, -0.94442)
O (5.42659, 1.38865, -1.26700)
C (6.66499, 2.03519, -1.07031)
O (3.86049, 2.19185, -2.89884)
C (3.59004, 0.91424, -3.45456)
H (3.92696, 3.97957, 1.83008)
H (5.61846, 3.75727, 1.32901)
H (4.44344, 4.48671, 0.20303)
H (6.99303, 1.87553, -0.04044)
H (6.58808, 3.10942, -1.26369)
H (7.40484, 1.60412, -1.74682)
H (2.53086, 0.66973, -3.33481)
H (4.20923, 0.13551, -3.00265)
H (3.81216, 0.95372, -4.52489)
C (-6.91222, 5.49514, -0.31439)
O (-6.27548, 4.88788, 0.79207)
P (-6.05883, 3.17776, 0.64594)
O (-6.48441, 3.02948, 2.11071)
O (-4.42709, 3.40481, 0.57196)
C (-3.90246, 3.96447, -0.61205)
O (-5.84225, 1.46760, 0.49976)
C (-5.17148, 0.78158, 1.54555)
H (-7.70986, 6.14459, 0.05161)
H (-6.18215, 6.09999, -0.85711)
H (-7.33873, 4.74901, -0.99043)
H (-3.73118, 5.03253, -0.45832)
H (-4.58598, 3.82474, -1.45499)
H (-2.95010, 3.48435, -0.84306)
H (-5.85929, 0.59905, 2.37597)
H (-4.29584, 1.33294, 1.89669)
H (-4.83789, -0.18614, 1.15987)

Properties
HOMO-LUMO gap, eV: 3.17
Charge: -1
E_HOMO, eV: -4.60
Maximum force, eV/A: 10.34
E, Eh: -8832.2956



[2]
The following is a DFT calculation (the ωB97M-V functional and the def2-TZVPD basis) of a structure of composition C5H10O.

Cartesian coordinates (Å):
C (1.43987, 0.32960, -0.74106)
C (0.08378, 0.05649, -0.12470)
C (-0.89882, -0.55289, -1.11081)
C (0.07743, -0.64149, 1.23339)
C (-1.07394, 0.23912, 1.75156)
O (-0.47060, 1.33894, 0.38571)
H (1.34334, 0.91033, -1.66541)
H (2.07165, 0.88538, -0.04275)
H (1.93506, -0.61925, -0.97716)
H (-1.82544, -0.81960, -0.59416)
H (-0.46902, -1.45093, -1.56644)
H (-1.12448, 0.15137, -1.92244)
H (-0.18012, -1.70557, 1.17217)
H (1.05647, -0.54634, 1.72694)
H (-0.68796, 0.86421, 2.57591)
H (-1.27723, 1.56063, -0.10075)

Properties
HOMO-LUMO gap, eV: 8.46
E_HOMO, eV: -7.65
ΔE to the lowest compared entry with this formula, charge and spin, kJ/mol: 395.0
Maximum force, eV/A: 0.34
E, Eh: -271.6022



[3]
The following is a DFT calculation (the ωB97M-V functional and the def2-TZVPD basis) of a structure of composition C45H47F6N6O7PY.

Cartesian coordinates (Å):
Y (-0.71868, 0.97981, 0.69324)
C (-0.46097, -0.52407, -4.04123)
C (-0.29953, 0.65297, -4.71386)
C (-0.16057, 1.84225, -4.01009)
C (-0.27765, 1.81822, -2.62802)
N (-0.43272, 0.66331, -1.94127)
C (-0.43222, -0.50313, -2.62559)
C (-0.41540, 3.10857, -1.88762)
C (-0.08834, 4.31018, -2.53341)
C (-0.52752, 5.52475, -2.03980)
C (-1.36468, 5.52716, -0.93009)
C (-1.61569, 4.33421, -0.26807)
C (-1.08689, 3.08670, -0.64765)
H (-0.58535, -1.46215, -4.55881)
H (-0.29492, 0.65731, -5.79847)
H (-0.07826, 2.77777, -4.53857)
H (-0.20227, -1.71097, -0.94495)
H (0.51067, 4.30670, -3.43718)
H (-0.26354, 6.44846, -2.54220)
H (-1.81108, 6.45602, -0.58587)
H (-2.29271, 4.37361, 0.58205)
O (-0.46545, 0.35459, 4.81775)
C (-0.71777, -0.08686, 3.68985)
O (-1.34308, 0.58251, 2.78160)
C (-0.35897, -1.51105, 3.36045)
C (-0.35216, -2.38196, 4.44778)
C (-0.15742, -3.72910, 4.22948)
C (0.10141, -4.23273, 2.95962)
C (0.17125, -3.36283, 1.87658)
C (-0.13311, -1.96313, 2.03862)
O (-0.18591, -1.16233, 1.00917)
N (0.54240, -3.89979, 0.64332)
O (1.10931, -3.12279, -0.23108)
O (0.46891, -5.16263, 0.45492)
N (-0.20054, -4.64311, 5.35952)
O (0.00619, -5.83037, 5.16111)
O (-0.34272, -4.18150, 6.48444)
H (-0.52787, -1.98298, 5.43361)
H (0.28356, -5.27914, 2.78285)
F (-3.04054, -0.09921, 0.55645)
P (-4.26970, 1.00203, 0.69243)
F (-5.39511, 2.14282, 0.84622)
F (-4.59932, 0.44610, 2.15566)
F (-5.30177, -0.02969, 0.03649)
F (-3.14036, 2.02381, 1.35821)
F (-3.87555, 1.56531, -0.75902)
C (2.52672, -2.21929, -4.58741)
C (2.04812, -2.69448, -3.21261)
C (3.10466, -3.60547, -2.57888)
C (0.70768, -3.40409, -3.28548)
C (0.62398, -4.59139, -4.00322)
C (-0.55480, -5.31341, -4.05642)
C (-1.67152, -4.84270, -3.39048)
C (-1.64288, -3.64537, -2.67966)
C (-2.91648, -3.20068, -1.98115)
C (-3.44985, -1.84482, -2.45275)
C (-2.78330, -3.26491, -0.45795)
C (-0.44224, -2.92828, -2.63669)
N (-0.41881, -1.67171, -1.94720)
H (3.47334, -1.68019, -4.48733)
H (1.80792, -1.55096, -5.06235)
H (2.69798, -3.06984, -5.25402)
H (1.93227, -1.82257, -2.56855)
H (3.27977, -4.48684, -3.20375)
H (2.77094, -3.92822, -1.59215)
H (4.05616, -3.06937, -2.49549)
H (1.50843, -4.97112, -4.50316)
H (-0.59971, -6.24763, -4.60458)
H (-2.59564, -5.40968, -3.41371)
H (-3.66645, -3.94673, -2.26730)
H (-2.88904, -1.01076, -2.03471)
H (-4.48322, -1.71843, -2.12481)
H (-3.41944, -1.76544, -3.54340)
H (-2.08374, -2.51853, -0.08505)
H (-2.42686, -4.24578, -0.13619)
H (-3.74779, -3.05849, 0.01286)
C (-2.44959, 5.26623, 3.84242)
N (-1.38342, 4.25279, 3.97776)
C (-1.94602, 2.93693, 4.42029)
C (-0.59216, 4.13146, 2.68704)
C (0.71528, 3.43598, 2.90815)
C (1.60821, 4.01473, 3.81825)
C (2.75851, 3.33995, 4.18247)
C (2.98849, 2.08838, 3.61889)
C (2.11645, 1.57253, 2.67131)
C (0.93969, 2.22446, 2.24170)
H (-3.00483, 5.33502, 4.77492)
H (-3.11534, 4.94317, 3.04412)
H (-2.00935, 6.22782, 3.58643)
H (-0.71008, 4.54244, 4.68633)
H (-2.57837, 2.55047, 3.62291)
H (-2.52186, 3.11480, 5.32884)
H (-1.14698, 2.21404, 4.59741)
H (-0.49889, 5.14927, 2.30027)
H (-1.22644, 3.56688, 2.01460)
H (1.41359, 5.00533, 4.23593)
H (3.45609, 3.76941, 4.89214)
H (3.85779, 1.51262, 3.91960)
H (2.35993, 0.59446, 2.26789)
C (5.84076, 0.49354, -1.42947)
C (4.40013, 0.53912, -1.00378)
C (3.73522, -0.59516, -0.57290)
C (2.40706, -0.51567, -0.16978)
N (1.72990, 0.63240, -0.16181)
C (2.37098, 1.73289, -0.57038)
C (3.68090, 1.73211, -1.00508)
H (6.12995, -0.51645, -1.72039)
H (6.49235, 0.80568, -0.60990)
H (6.02456, 1.16368, -2.27052)
H (4.22339, -1.56133, -0.55055)
H (1.87105, -1.41296, 0.14030)
H (1.80401, 2.65638, -0.53855)
H (4.13551, 2.66009, -1.33180)

Properties
<S²>: 0.77
HOMO-LUMO gap (spin up / spin down), eV: 3.74 / 6.43
Charge: -2
Spin multiplicity: 2
E_HOMO (spin up / spin down), eV: -0.27 / -2.96
ΔE to the lowest compared entry with this formula, charge and spin, kJ/mol: 0.0
Maximum force, eV/A: 0.83
E, Eh: -3577.3672



[4]
The following is a DFT calculation (the ωB97M-V functional and the def2-TZVPD basis) of a structure of composition C41H41N4O5RuS2.

Cartesian coordinates (Å):
Ru (0.65583, 0.57600, 0.48371)
N (0.02168, -0.86691, -1.29148)
N (-1.02026, -1.66445, -0.76614)
C (-1.39352, -1.51661, 0.57745)
O (-1.99309, -2.38636, 1.14777)
O (-1.04332, -0.35405, 1.10227)
H (-0.30587, -0.38246, -2.12219)
H (0.82398, -1.44263, -1.53571)
H (-1.09287, -2.60382, -1.12923)
C (-4.01150, 3.76058, -5.90885)
C (-3.58296, 3.32144, -4.54073)
C (-4.17187, 2.22528, -3.91980)
C (-3.77683, 1.83163, -2.64848)
C (-2.78775, 2.55375, -1.99862)
C (-2.17735, 3.65405, -2.59721)
C (-2.57820, 4.02552, -3.86177)
S (-2.27734, 1.97759, -0.41858)
O (-0.74619, 1.92023, -0.54254)
C (-2.55374, 3.42464, 0.62452)
C (-3.56934, 4.33085, 0.24707)
C (-3.84019, 5.41732, 1.02448)
C (-3.11246, 5.66066, 2.21100)
C (-3.36589, 6.80271, 3.00780)
C (-2.67312, 7.00994, 4.16446)
C (-1.69817, 6.07858, 4.58072)
C (-1.43154, 4.96577, 3.83464)
C (-2.12542, 4.72823, 2.61828)
C (-1.86767, 3.58015, 1.80807)
C (-0.96006, 2.55225, 2.40863)
C (-1.50517, 1.59657, 3.31957)
C (-2.89301, 1.51574, 3.56442)
C (-3.39150, 0.55222, 4.39836)
C (-2.53120, -0.36142, 5.03438)
C (-1.18104, -0.29747, 4.82617)
C (-0.63807, 0.67324, 3.96188)
C (0.75933, 0.72858, 3.71832)
C (1.28419, 1.63985, 2.84519)
C (0.39867, 2.54828, 2.18514)
S (1.12802, 3.54740, 0.89183)
O (1.84609, 2.41072, 0.12130)
C (2.40850, 4.38441, 1.78190)
C (3.73447, 4.01294, 1.65166)
C (4.69472, 4.73062, 2.34969)
C (4.34390, 5.80358, 3.16490)
C (5.39165, 6.59687, 3.88836)
C (2.99502, 6.15485, 3.26668)
C (2.02218, 5.46220, 2.57091)
H (-4.68840, 3.04190, -6.36572)
H (-3.14957, 3.88807, -6.56392)
H (-4.52470, 4.72223, -5.85565)
H (-4.94608, 1.67053, -4.43355)
H (-4.23780, 0.97737, -2.16718)
H (-1.40180, 4.20048, -2.07452)
H (-2.11353, 4.87737, -4.34262)
H (-4.12594, 4.17219, -0.66483)
H (-4.61855, 6.11137, 0.73424)
H (-4.12196, 7.50639, 2.68373)
H (-2.87374, 7.88252, 4.77093)
H (-1.16220, 6.24724, 5.50546)
H (-0.68724, 4.26076, 4.18202)
H (-3.56277, 2.21655, 3.08416)
H (-4.45691, 0.48978, 4.57327)
H (-2.94402, -1.11393, 5.69224)
H (-0.51446, -0.99268, 5.32101)
H (1.41012, 0.04180, 4.24700)
H (2.35300, 1.74202, 2.69226)
H (4.00729, 3.19235, 1.00109)
H (5.73822, 4.45878, 2.25112)
H (6.30190, 6.01778, 4.03261)
H (5.03382, 6.92695, 4.86266)
H (5.65173, 7.48826, 3.31436)
H (2.70801, 6.99250, 3.88987)
H (0.98126, 5.75836, 2.64276)
C (1.21410, -2.67978, 2.77588)
N (2.57762, -2.18123, 2.61817)
C (3.58860, -2.70660, 3.53977)
C (4.92812, -2.79388, 2.84302)
C (5.27736, -1.43974, 2.26551)
N (4.15890, -0.91394, 1.47219)
C (4.51396, -0.00657, 0.38837)
C (2.90690, -1.37078, 1.60758)
O (2.00771, -1.03109, 0.75482)
H (1.09382, -3.65675, 2.30583)
H (0.49219, -1.98537, 2.36074)
H (1.01057, -2.78212, 3.84128)
H (3.25203, -3.68872, 3.86821)
H (3.64762, -2.06513, 4.42484)
H (4.87980, -3.53764, 2.04507)
H (5.69896, -3.10988, 3.54366)
H (6.13766, -1.51732, 1.60084)
H (5.53068, -0.72412, 3.05247)
H (5.33710, 0.61953, 0.73062)
H (3.68349, 0.64225, 0.12669)
H (4.84071, -0.55550, -0.49666)

Properties
<S²>: 8.76
HOMO-LUMO gap (spin up / spin down), eV: 7.92 / 6.01
Charge: +2
Spin multiplicity: 6
E_HOMO (spin up / spin down), eV: -13.11 / -13.11
ΔE to the lowest compared entry with this formula, charge and spin, kJ/mol: 36.8
Maximum force, eV/A: 0.43
E, Eh: -3072.9400